Record 1
C60H75N4 | ωB97M-V/def2-TZVPD

```
139
Properties=species:S:1:pos:R:3
H 0.12921 -4.84476 4.23749
C -1.42886 -2.79143 3.58556
H 2.80224 3.11015 4.31141
H -0.91026 2.83418 4.44238
H -3.81932 -0.75785 3.62106
C -1.39493 0.11260 2.12820
H -1.07867 2.63266 0.67288
H -3.29720 -3.49645 -0.87368
N 2.94384 -3.49198 2.07212
C 4.06792 0.29751 -2.49788
C -4.98207 2.81711 2.04423
H -2.48815 -1.98045 -1.36578
C 1.70462 -2.99695 0.21354
H 1.62937 -2.10600 6.37825
H -1.12332 2.28072 2.75477
H 5.31403 1.35897 -5.38940
C 2.95826 1.17148 -2.30759
H -3.28801 -2.04031 2.15831
C 1.59033 -1.90100 1.16699
H -1.69413 2.49651 -3.60753
H 1.29914 1.73278 -1.06821
C -1.02892 2.08906 -0.26683
H 5.52394 2.47060 -4.00434
H 0.92562 2.06476 1.27944
H -1.31293 3.85759 -1.46297
C -3.85332 0.31556 -1.25021
C -4.20623 -2.22882 1.59763
C -3.67606 0.69912 1.09562
C -0.79975 0.70864 -0.30022
H -0.47962 -1.04191 -1.50924
H -4.35727 4.12369 3.66899
H -1.46618 -2.36147 6.41904
H 7.01664 0.37048 -3.06854
H 3.13318 3.26952 -2.72022
H -5.05549 -1.76105 2.12091
H -4.37105 -3.32023 1.60063
H -0.40555 3.84738 3.08999
H -3.59111 -0.30508 -2.10586
H -6.98368 2.06630 2.21343
C 6.23554 -0.19723 -3.62434
C -0.76811 0.01431 -1.52753
C -4.32282 1.97950 0.92326
C -0.82279 -3.13055 5.98714
H 1.63217 -4.29647 -2.89446
H 0.93323 -2.26283 -1.64485
C 0.99519 2.26660 3.44949
H 3.63523 -5.27007 2.87108
N 4.94084 0.48063 -3.54186
C 3.47395 -0.75434 -0.41464
H 3.88280 -1.39240 0.37901
C -4.07117 1.66400 -1.44948
H 0.00085 -3.30814 6.67795
H 7.17405 -1.99372 -2.98621
H -5.32131 -1.75331 -1.61288
H 5.67161 -2.28667 -3.80914
C 2.76615 2.34255 -3.20731
H 1.44708 2.93423 5.45970
C -1.22934 2.74383 -1.49232
C 4.88076 1.65459 -4.41316
H -4.69189 3.50139 -0.58996
N -1.01931 -0.04353 3.41604
H 6.15173 -1.59184 -0.90438
C -6.06332 2.03847 2.80991
H -1.39424 -4.06063 5.91025
C 5.41826 -1.71337 -1.71917
H 1.63091 3.59850 1.87966
H -2.25070 -2.12539 3.87549
C 1.59042 -1.39291 5.57014
H 1.56064 -3.94543 4.76231
C 3.03273 -5.07502 0.14248
H -1.10288 -2.55236 2.55871
C 1.12518 -0.48124 0.84577
C 2.09245 0.99949 -1.22305
H -1.96628 1.17155 4.92327
H -1.07441 0.05298 -3.64592
C 2.49744 -4.00405 0.84193
H 3.48799 3.10387 -5.13029
C 1.87924 -4.20355 -1.83545
H 1.43800 4.22461 4.22971
H 5.07174 -2.75194 -1.59718
H -4.01042 2.10165 -2.44713
C 1.45557 -3.07474 -1.14276
H 2.45321 -1.71978 3.22179
C 1.22999 0.79714 3.88068
H -6.47824 3.81725 0.78700
C -0.39421 -0.16967 0.90989
C 2.50329 0.49707 4.38661
C 2.69844 -5.16901 -1.22163
C 0.64070 -3.87793 4.16973
N -2.75379 0.39778 2.15362
C -5.35675 -2.07867 -0.56321
H 0.91248 -3.77612 3.11447
C -0.44226 2.79945 3.44386
C 3.84351 -4.19857 2.98328
C -1.08676 0.64387 -2.72413
C 2.21092 -0.06744 -0.33064
H 3.67951 -5.78998 0.63929
H 3.60407 -3.91795 4.02329
H -6.22245 -1.60603 -0.07238
C 1.56593 2.51113 2.05405
C -3.91448 3.38889 2.96417
H 2.84989 1.43305 -5.17158
C -2.92175 -2.51476 -0.50556
H -6.29098 2.50284 3.78805
H -5.50964 -3.16684 -0.52819
H 1.68951 2.50691 -3.37633
H 6.54512 -0.18822 -4.68818
C -4.04181 -1.73521 0.16478
H -4.03581 0.94041 3.87799
C -4.44088 2.45991 -0.38458
H -1.86095 -3.80955 3.55848
C -2.09650 0.20722 4.39832
C 6.15149 -1.61601 -3.08246
H 2.57392 2.09232 1.96439
C -5.68846 4.06536 1.50676
H -2.10003 -2.73320 0.20340
C -0.29070 -2.75202 4.60530
H 3.13969 -5.96165 -1.81681
H 3.55452 -0.56012 5.94840
C 0.51809 -1.42985 4.66410
C -3.30113 0.20440 3.53386
H -3.41173 2.62407 3.55620
H -3.14007 3.90392 2.36655
H -2.12733 -0.56294 5.18234
C 0.28046 -0.26303 3.92359
C 1.72071 3.18541 4.43063
H 3.35598 1.12428 4.10503
H -0.77633 -1.21019 0.65497
H -4.96083 4.73577 1.02990
C -3.86026 -0.20640 0.04793
C 4.30129 -0.72246 -1.54051
C 3.44761 2.15344 -4.58137
H -6.15603 4.62557 2.33493
C -1.37306 2.00017 -2.67853
C 2.33882 -2.26915 2.28921
C 2.64522 -0.51152 5.35179
H 1.43382 0.12957 1.74253
H 4.92411 -4.00888 2.79142
H -5.81583 0.98719 2.96348
```

The highest occupied orbital energy is -8.7554 eV. Its charge is +1. The value obtained for the orbital gap is 6.41 eV. The electronic energy comes out at -2550.01901 hartree.

Record 2
C60H76 | ωB97M-V/def2-TZVPD

```
136
Properties=species:S:1:pos:R:3
H -11.75132 -16.28449 22.15583
C -15.34388 -11.65822 23.08554
C -9.61287 -9.18525 25.23849
H -9.58696 -9.14525 24.15954
C -10.61180 -9.03169 23.02645
H -13.10862 -13.43214 22.91418
H -12.36105 -9.89771 27.80245
H -13.83485 -12.68376 18.93337
H -12.66461 -12.18454 21.73356
C -11.06519 -8.64087 21.80695
C -12.19043 -9.37023 21.19996
H -11.80249 -12.50538 20.23021
H -15.47331 -12.33583 23.92944
C -6.49063 -11.71664 24.05699
H -5.70130 -10.22277 22.71404
H -10.47892 -6.29944 21.45848
H -9.75143 -8.57936 23.49716
H -13.61187 -13.72516 19.82847
H -11.88382 -15.32747 19.66614
H -11.18263 -8.08891 27.94697
H -9.57714 -7.88592 16.16370
H -12.14373 -13.25466 24.19597
H -11.37700 -9.82710 19.61829
C -10.58338 -8.56327 25.99054
C -8.46570 -9.75163 25.74367
H -8.31945 -6.73289 22.47553
H -13.29509 -11.31918 16.86570
H -14.79914 -6.46190 23.16537
C -8.44701 -9.90562 27.12938
C -12.10727 -8.02986 19.02855
H -7.73227 -10.43739 27.73993
H -12.89961 -8.21036 19.73989
H -14.17536 -10.17123 26.29652
H -15.45900 -9.28216 23.14104
C -14.70932 -8.83733 23.77861
H -11.91302 -8.18004 15.74416
C -8.36252 -5.34791 18.95984
H -9.45358 -9.57041 29.00983
H -6.12999 -5.24131 19.19508
H -7.96751 -9.75904 21.73674
H -11.12416 -4.66142 20.56634
H -16.20979 -11.05576 22.81106
H -10.20797 -15.46421 21.54273
H -8.66142 -9.36173 18.86796
C -13.38759 -11.69589 19.04368
H -16.11845 -8.91654 25.22553
H -13.51751 -8.17340 17.44307
H -9.86551 -12.53198 24.15744
H -14.85784 -11.88483 20.98969
C -9.48442 -9.38587 27.94616
C -8.51388 -10.42681 19.04665
H -11.02907 -10.36502 18.07772
C -13.28675 -11.65754 25.13686
H -15.49818 -13.30968 21.63781
C -9.71257 -11.00394 19.79478
C -11.07821 -11.29203 26.74398
H -11.61264 -12.63645 18.53271
C -12.47643 -8.06572 17.70942
H -11.76846 -6.77767 20.11145
C -11.93055 -11.93904 19.30772
C -12.79952 -10.43133 21.87850
C -13.34655 -13.00997 21.93783
H -14.50460 -7.99529 27.07379
H -13.80186 -7.81745 21.45575
H -12.60909 -8.94874 20.29804
H -13.16216 -8.58079 22.32670
C -10.77875 -7.81391 19.37980
C -13.48497 -8.40418 23.34209
C -14.19992 -8.13540 26.04718
C -11.86430 -14.68787 20.54854
C -11.86868 -5.07459 21.23071
H -10.89781 -10.44515 24.66599
C -13.37175 -4.84706 23.04187
H -10.49178 -5.57313 19.08853
C -13.39411 -6.85019 21.70985
C -6.57296 -10.71184 23.12324
H -7.76348 -10.56816 19.82447
H -12.62336 -11.74646 23.56041
H -14.76544 -11.01145 17.55872
C -12.19337 -12.48804 24.95504
H -8.69685 -7.81961 18.55462
H -6.23773 -6.26245 21.42364
C -10.16542 -8.00067 17.06213
H -13.65752 -10.95022 21.47725
C -11.08268 -12.24494 25.74358
H -7.82233 -10.40920 25.17792
C -11.26263 -15.37609 21.80355
C -11.00681 -10.71692 19.10910
C -12.24839 -10.60997 26.99846
C -12.95988 -7.73294 25.60039
C -9.75051 -7.98705 18.38675
C -9.56437 -6.06967 20.93199
C -13.91546 -6.06879 22.68476
C -12.46878 -4.21799 22.19035
H -11.37980 -8.02586 25.49725
H -13.59067 -9.78487 17.76167
H -9.62215 -10.71737 20.84253
C -12.30397 -10.80643 23.13530
H -7.61703 -13.22863 25.12817
H -14.12712 -11.68411 24.45903
C -7.10362 -5.45742 19.60950
C -10.45832 -8.62631 27.35288
C -9.01810 -11.05915 22.98906
C -7.69107 -12.40242 24.43658
C -15.08273 -8.64129 25.09165
C -12.64216 -7.81005 24.30676
H -11.70025 -7.34867 24.04921
C -13.32811 -10.81721 26.11963
C -12.26716 -6.37001 20.97835
H -12.07517 -3.21818 22.29917
H -10.25887 -11.04166 27.40156
H -9.53185 -12.07765 19.74389
C -8.34517 -6.32801 21.47462
H -11.25089 -13.84713 20.22454
C -11.51680 -8.05836 16.74146
H -9.97064 -10.76154 22.57614
H -12.32774 -7.29304 26.35755
H -5.55290 -12.13805 24.38782
C -9.54689 -5.64122 19.60713
C -8.90379 -12.10137 23.92063
C -13.70556 -10.86876 17.76942
C -11.17634 -10.12443 23.67305
H -10.47257 -7.88693 21.31018
H -11.28644 -14.66395 22.62840
H -13.74877 -4.27659 23.87782
H -10.46873 -7.91749 20.40915
H -8.20762 -5.07013 17.92773
H -10.19540 -12.83727 25.57543
C -7.10663 -6.07277 20.81090
H -13.84305 -11.21947 19.91184
C -14.84905 -12.47596 21.90544
H -13.99640 -14.85559 20.89424
H -8.18576 -10.96271 18.15599
C -7.82657 -10.47523 22.53273
H -14.57479 -10.95157 23.39744
C -13.23449 -14.08363 20.78616
```

The highest occupied orbital energy is -7.5160 eV. The energy above the lowest of the compared OMol25 structures with the same formula, charge and spin comes out at 26.0341 eV. The SMILES is c1ccccc1.c1ccccc1.c1ccccc1.c1ccccc1.c1ccccc1.c1ccccc1.c1ccccc1.c1ccccc1.CCCCCC.CCCCCC. The value obtained for the orbital gap is 7.76 eV. The electronic energy comes out at -2330.71714 hartree.

Record 3
C60H77BrN2O2PtSSi | ωB97M-V/def2-TZVPD

```
145
Properties=species:S:1:pos:R:3
C -1.85181 1.09140 3.77151
H 4.50994 2.43111 -2.09289
H 1.71814 -6.15088 0.22505
H -1.92613 -4.31341 4.24634
N 0.52315 -1.78451 -0.00211
Pt -0.06367 0.06080 -0.58287
H 1.61904 -5.73924 2.36761
C -3.05358 -2.30318 -5.19940
H 3.26178 -3.94186 -3.05838
C -0.40693 5.63744 -1.60992
H -0.17564 3.99146 2.90726
H 8.26882 -2.05226 -1.70830
C 0.30716 -4.27952 1.40764
C 5.33667 -2.83358 -0.13211
H -3.01308 -0.22693 -4.70718
H 0.47123 7.22584 -3.68946
H 2.05457 -4.06515 2.69546
H -2.27302 4.92629 -0.79793
H -0.49166 -6.24970 0.96042
Br -1.90966 2.22860 0.16763
H 3.51112 -2.83997 0.97829
H 5.26463 -3.88952 -0.36745
C 2.06120 -1.66385 -2.72450
C -1.24108 4.70328 -1.02807
H 1.16549 2.38444 2.49740
H -4.45429 -2.61908 2.04553
H -0.23931 1.98041 4.69569
H 3.19362 2.59548 -3.25969
H -2.64237 0.77790 -2.20332
C -3.59814 -3.17468 2.43210
C 3.39173 3.70633 0.00919
H -2.64431 8.26505 -1.99930
H -1.26738 -4.71779 -3.63896
C -2.57366 -3.57257 -4.90205
H -2.91680 -4.42958 -5.46767
C 1.45582 4.02565 -1.48632
H -1.56800 -2.90283 5.24749
C -1.06846 3.64328 -4.84039
C -1.52888 -1.17337 1.34943
H -2.82602 -3.19079 1.66119
H 4.47720 3.59391 0.08583
O 3.76211 1.27147 2.26898
H 0.64829 -4.78503 3.48640
C -2.94021 1.64198 4.45698
C 5.49292 -0.12993 0.46732
C -1.80134 -3.22767 4.23174
H 3.10676 4.61239 0.54977
C 1.21176 -4.74436 2.55312
H 1.27769 -0.94884 -2.46693
H 3.51159 -0.50910 -1.56891
C -1.65434 -3.73448 -3.87752
H -0.24274 7.86990 -0.04778
H 3.52047 -0.16733 -3.30288
H -1.73350 4.47424 -5.03736
C -0.85792 -5.25411 1.22031
H -1.52683 -4.93053 0.41952
H -2.96109 6.55352 -2.29336
C 0.92892 5.26897 -1.79953
Si -1.29984 0.25370 -2.53236
S 3.16625 -0.03508 1.87599
C 4.34957 -2.24317 0.63659
C 0.16163 3.56716 -5.47521
C 0.56639 3.03253 -0.99399
H 7.29639 -0.14040 -0.68775
C 1.08505 -4.11538 0.11442
C -0.58793 7.33008 -3.44926
C 3.40635 -0.95706 -2.55610
H 0.21326 1.05389 1.86937
H -1.47507 -2.32324 -0.48960
H -2.59604 -1.02446 1.14728
C -1.44970 2.64962 -3.95058
H -2.41404 2.72285 -3.45966
C 0.63056 1.52049 -4.30370
C -4.10207 -0.43328 4.47154
H 2.59344 -0.62123 4.07740
C -1.00532 3.47440 3.38854
C 4.43724 -0.88920 0.93968
C -0.86288 7.05201 -1.96576
H 1.60078 6.01931 -2.19128
H 3.42474 5.14393 -3.13624
C 7.45565 -2.74121 -1.48302
H 2.82835 -2.48666 -4.58943
H -4.93944 -1.04133 4.79540
C 2.65171 -3.99219 -2.16574
H -0.94422 -2.98591 3.60832
C 6.47041 -0.73472 -0.31393
C -1.96628 -0.24955 3.36128
H -3.77090 -2.16631 -5.99871
C -0.61343 1.56186 -3.67612
H 7.87957 -3.61811 -0.99106
H -0.89307 8.34755 -3.70619
H 3.13926 -6.04654 -1.78819
C 2.97478 3.80531 -1.46730
C -0.08695 8.06402 -1.11072
H 2.86242 -2.07776 3.09820
C 0.53535 1.54227 2.78359
C 3.73041 4.97794 -2.09976
H 1.17312 0.84510 3.32200
C 1.88987 -2.09426 -4.19174
C -3.04953 -1.04468 3.80416
H 4.27036 -1.12675 3.69365
C -3.09204 -2.57073 3.74519
C 6.40899 -2.08818 -0.62188
C 3.24259 -1.08536 3.33725
H -4.90286 1.39086 5.27395
H -1.23485 4.01881 4.30501
H -0.47969 -2.78598 -2.38058
H 1.98027 2.44767 -5.68505
H 0.98521 8.01358 -1.30710
H 5.53749 0.92133 0.72310
H -0.09823 -3.31629 1.70944
C -1.21522 -2.63073 -3.15662
C -2.61912 -1.21015 -4.46659
C 1.16195 -2.91179 -0.61644
H 1.32527 0.72333 -4.07545
H 7.02690 -3.07527 -2.43075
H -3.83921 -2.82946 4.50063
N -1.01911 -0.83024 2.44997
C 1.79002 -5.22676 -0.33414
C 1.01118 2.50325 -5.20418
H 3.59718 5.90754 -1.54278
H -2.60620 7.12563 -0.65488
C 2.58584 -5.17561 -1.46081
H 4.22469 -1.66861 -2.69016
H -1.87185 3.55436 2.73042
H 2.95018 1.65327 -1.78578
O 0.98603 1.80343 -0.73425
C -0.82638 -1.72026 0.14716
C -0.74118 3.44681 -0.72376
C -4.07285 0.91782 4.76481
H 0.46274 4.33950 -6.17214
C -0.62254 2.00273 3.66868
C -1.68663 -1.35152 -3.43102
C 3.42574 2.53664 -2.19625
H 1.60931 -1.24789 -4.81882
H -0.42183 9.08138 -1.32863
H 1.12586 -2.86047 -4.31234
C 1.94623 -2.85321 -1.78478
C -2.35665 7.25237 -1.71038
H -1.14460 6.63564 -4.08096
H -2.88885 2.67782 4.76151
H -3.90953 -4.20968 2.59049
H 4.79778 4.74902 -2.09754
H -1.43868 -5.34016 2.13982
H 2.93453 2.85102 0.50452
```

The highest occupied orbital energy is -7.5740 eV. The energy above the lowest of the compared OMol25 structures with the same formula, charge and spin comes out at 1.3867 eV. The value obtained for the orbital gap is 6.64 eV. The electronic energy comes out at -5973.49561 hartree.

The highest orbital gap belongs to which entry?
C60H76

What is the electronic energy in the first record?
-2550.01901 hartree

Which of these has the lowest electronic energy?
C60H77BrN2O2PtSSi

Which formula does entry 2 have?
C60H76